[1]
C5H10N2O in the gas phase, computed with wB97M-V/def2-TZVPD.

Properties
ΔE to the lowest compared entry with this formula, charge and spin = 214.40 kJ/mol
Multiplicity = 1
E = -381.2038 hartree
LUMO level = 0.715 eV
HOMO = -7.516 eV
Kohn-Sham gap = 8.23 eV

The geometry in XYZ format:
```
18
Properties=species:S:1:pos:R:3:mulliken_charge:R:1
O 0.820 -1.622 2.820 -0.48
C 0.801 -0.464 2.477 -0.11
C -0.273 0.251 1.761 -0.37
C 0.202 1.070 0.528 -0.80
C 0.069 0.311 -0.803 0.60
C -1.125 -0.222 -1.214 -0.44
N -1.274 -0.790 -2.557 -0.56
N 1.237 0.210 -1.631 -0.61
H 1.532 0.277 2.788 0.30
H -0.731 0.948 2.504 0.35
H -1.044 -0.494 1.514 0.29
H 1.212 1.434 0.723 0.41
H -0.473 1.998 0.626 0.24
H -2.113 0.002 -0.760 0.34
H -1.897 -1.594 -2.584 0.25
H -0.387 -1.105 -2.928 0.18
H 1.339 -0.610 -2.315 0.17
H 2.105 0.401 -0.947 0.24
```


[2]
A gas-phase ion, CH3NO3S (charge -2), computed with wB97M-V/def2-TZVPD.

Properties
ΔE to the lowest compared entry with this formula, charge and spin = 105.04 kJ/mol
Multiplicity = 1
E = -718.3760 hartree
LUMO level = 6.566 eV
HOMO = 1.867 eV
Kohn-Sham gap = 4.70 eV
Total charge = -2

The geometry in XYZ format:
```
9
Properties=species:S:1:pos:R:3:mulliken_charge:R:1
C -0.342 0.031 -0.257 -0.65
N -1.060 0.791 1.112 -0.33
O -2.126 0.025 1.507 -0.82
O 2.022 0.894 -1.146 -0.65
O 1.534 -1.509 -1.310 -0.67
S 1.515 -0.282 -0.397 0.30
H -0.577 -1.083 -0.165 0.22
H -0.682 0.589 -1.024 0.40
H -0.284 0.545 1.679 0.19
```


[3]
A molecular structure, C70H61N13O22, computed with wB97M-V/def2-TZVPD.

Properties
ΔE to the lowest compared entry with this formula, charge and spin = 5147.52 kJ/mol
Multiplicity = 1
E = -5067.9723 hartree
LUMO level = -2.490 eV
HOMO = -7.773 eV
Kohn-Sham gap = 5.28 eV

The geometry in XYZ format:
```
166
Properties=species:S:1:pos:R:3:mulliken_charge:R:1
C 2.538 -2.057 3.120 -0.59
C 1.570 -2.031 4.166 0.69
N 0.832 -2.030 5.048 -0.59
H 3.522 -1.684 3.403 0.46
H 2.210 -1.645 2.166 0.74
H 2.697 -3.114 2.908 0.16
C -1.277 -1.410 4.471 0.15
C -1.209 -1.383 5.974 -0.30
N -1.093 -1.353 7.092 -0.70
H -2.295 -1.621 4.145 1.00
H -0.653 -2.213 4.079 -0.28
H -0.906 -0.492 4.013 -0.18
C 5.158 -5.597 -1.640 -0.89
C 4.453 -5.946 -0.520 -1.08
C 3.518 -5.109 0.054 -0.65
C 3.261 -3.802 -0.621 0.77
C 3.920 -3.566 -1.841 0.94
C 4.874 -4.469 -2.394 -0.90
N 2.344 -2.835 -0.063 -0.29
O 2.031 -2.911 1.142 -0.66
O 1.844 -1.958 -0.744 0.32
H 5.861 -6.299 -2.063 0.39
H 4.645 -6.897 -0.045 0.54
H 2.864 -5.371 0.873 0.78
H 3.821 -2.603 -2.320 -0.74
H 5.363 -4.300 -3.342 0.67
C -0.772 -0.779 -4.143 1.30
C -2.024 -1.249 -3.686 -0.01
C -3.011 -1.736 -4.535 -1.25
C -2.613 -1.985 -5.843 -1.24
C -1.381 -1.511 -6.335 -0.61
C -0.468 -0.871 -5.509 0.32
N -3.489 -2.758 -6.747 0.98
O -3.098 -2.979 -7.888 -0.60
O -4.640 -3.122 -6.415 -0.60
H -0.037 -0.254 -3.551 0.51
H -2.201 -1.065 -2.637 0.27
H -3.979 -1.987 -4.128 0.64
H -1.080 -1.601 -7.368 0.58
H 0.402 -0.383 -5.922 0.53
C 0.734 0.097 5.885 -0.69
C -0.010 0.738 6.844 -0.69
C -0.122 2.117 6.824 -0.50
C 0.473 2.843 5.741 -0.55
C 1.138 2.189 4.748 -0.67
C 1.270 0.772 4.815 0.18
N 0.249 4.335 5.670 0.93
O -0.150 4.891 6.705 -0.64
O 0.413 4.974 4.640 -0.53
H 0.836 -0.977 5.939 0.60
H -0.371 0.157 7.681 0.74
H -0.593 2.666 7.627 0.53
H 1.591 2.807 3.987 0.67
H 1.897 0.261 4.100 0.52
C -1.123 -3.059 1.591 -0.66
C -0.278 -3.486 0.557 0.86
C 0.628 -4.480 0.817 -0.68
C 0.632 -5.146 2.097 -1.23
C -0.201 -4.666 3.142 -0.57
C -1.070 -3.569 2.904 -0.64
N 1.532 -6.315 2.320 0.98
O 2.289 -6.645 1.417 -0.60
O 1.481 -6.848 3.441 -0.65
H -1.789 -2.223 1.438 0.59
H -0.318 -3.040 -0.426 1.12
H 1.275 -4.933 0.080 1.99
H -0.169 -5.112 4.125 0.47
H -1.730 -3.263 3.703 1.31
C -2.011 1.386 4.666 -0.11
C -2.283 2.232 3.598 0.42
C -3.504 2.929 3.582 -0.39
C -4.393 2.794 4.636 -1.18
C -4.142 1.855 5.683 -1.37
C -2.911 1.203 5.679 0.15
N -5.653 3.618 4.566 0.96
O -6.423 3.505 5.516 -0.65
O -5.998 4.244 3.544 -0.59
H -1.044 0.914 4.576 -0.17
H -1.684 2.309 2.703 1.32
H -3.666 3.529 2.699 1.46
H -4.750 1.655 6.553 0.51
H -2.634 0.625 6.549 0.45
C -0.589 -0.699 -1.186 0.20
C 0.319 -1.380 -0.391 0.28
C 0.585 -0.962 0.885 -0.43
C -0.062 0.149 1.400 -0.77
C -1.024 0.845 0.639 0.07
C -1.254 0.473 -0.675 -0.95
N 0.250 0.561 2.839 0.25
O -0.153 1.682 3.112 0.11
O 0.713 -0.281 3.556 1.24
H -0.880 -1.131 -2.133 -0.68
H 0.772 -2.314 -0.690 -3.56
H 1.281 -1.619 1.386 -0.33
H -1.510 1.683 1.117 0.06
H -1.943 1.129 -1.185 0.92
C -0.658 3.076 -0.169 -0.98
C 0.148 2.887 0.916 1.90
C 1.529 3.182 0.786 -1.10
C 2.088 3.607 -0.419 -1.08
C 1.149 3.762 -1.490 0.16
C -0.185 3.539 -1.383 -1.46
N 3.484 4.117 -0.593 1.01
O 4.221 4.023 0.438 -0.62
O 3.867 4.438 -1.695 -0.61
H -1.698 2.785 -0.129 0.12
H -0.137 2.504 1.884 -1.06
H 2.143 3.117 1.671 0.91
H 1.527 4.226 -2.389 0.57
H -0.884 3.699 -2.190 1.33
C -3.199 3.585 -6.015 -0.66
C -3.966 2.553 -5.602 -0.90
C -3.637 1.765 -4.480 -0.59
C -2.469 2.092 -3.784 0.61
C -1.699 3.117 -4.253 0.36
C -2.059 3.932 -5.274 -0.89
N -2.036 1.114 -2.765 0.95
O -0.878 1.187 -2.380 -1.05
O -2.867 0.411 -2.230 -0.50
H -3.484 4.207 -6.851 0.43
H -4.881 2.276 -6.104 0.46
H -4.213 0.892 -4.209 0.60
H -0.715 3.268 -3.835 -0.13
H -1.470 4.802 -5.526 0.48
C 1.120 0.582 -2.224 0.78
C 1.205 0.831 -3.574 -0.33
C 2.236 0.334 -4.340 -0.65
C 3.126 -0.631 -3.782 -0.44
C 2.891 -1.020 -2.437 -0.85
C 1.958 -0.376 -1.627 -0.32
N 4.213 -1.190 -4.549 1.06
O 4.601 -0.681 -5.575 -0.72
O 4.759 -2.247 -4.175 -0.53
H 0.404 1.022 -1.546 0.33
H 0.485 1.517 -3.995 -0.29
H 2.229 0.590 -5.389 0.79
H 3.652 -1.584 -1.917 1.76
H 1.857 -0.498 -0.558 0.38
C -0.885 7.250 2.493 -0.83
C -2.192 7.262 2.018 -0.73
C -2.835 6.113 1.543 -0.83
C -2.160 4.909 1.655 0.56
C -0.841 4.854 2.155 0.62
C -0.167 6.033 2.542 -0.66
N -2.774 3.690 1.116 0.77
O -2.452 2.635 1.545 0.08
O -3.605 3.802 0.263 -0.83
H -0.360 8.140 2.807 0.47
H -2.886 8.083 1.913 0.43
H -3.885 6.148 1.293 0.52
H -0.334 3.901 2.121 0.11
H 0.906 6.016 2.658 0.42
C 3.065 -3.847 -5.468 -1.03
C 3.027 -4.858 -4.518 -0.69
C 2.208 -4.620 -3.382 -0.96
C 1.286 -3.524 -3.311 0.17
C 1.234 -2.627 -4.382 1.28
C 2.133 -2.819 -5.436 -0.40
N 0.367 -3.266 -2.186 0.33
O 0.116 -4.163 -1.409 -0.59
O -0.264 -2.129 -2.172 1.01
H 3.699 -3.868 -6.343 0.43
H 3.551 -5.801 -4.543 0.51
H 2.169 -5.321 -2.561 0.84
H 0.648 -1.720 -4.384 -0.76
H 2.048 -2.127 -6.261 0.52
```


[4]
A molecular structure, C3H5N2O2, computed with wB97M-V/def2-TZVPD.

Properties
ΔE to the lowest compared entry with this formula, charge and spin = 235.03 kJ/mol
Multiplicity = 3
E = -376.8017 hartree
LUMO level (spin up / spin down) = -4.933 / -8.884 eV
HOMO (spin up / spin down) = -12.778 / -15.597 eV
Kohn-Sham gap (spin up / spin down) = 7.85 / 6.71 eV
Total charge = +1

The geometry in XYZ format:
```
12
Properties=species:S:1:pos:R:3:mulliken_charge:R:1
C 1.510 0.459 0.146 -0.01
C -1.834 -0.091 -0.080 0.50
C -0.147 -1.165 0.268 -0.15
N 2.533 0.754 -0.486 -0.51
N 1.010 -0.818 0.004 -0.18
O -2.391 -0.871 -0.718 -0.16
O -2.237 1.153 0.232 -0.34
H 0.894 1.008 0.771 0.41
H -0.652 -2.097 0.444 0.42
H 2.683 1.780 -0.382 0.31
H 1.790 -1.379 -0.426 0.34
H -3.159 1.266 0.227 0.36
```


[5]
2 unconnected molecules or ions with the total composition C4H9NOS, computed with wB97M-V/def2-TZVPD.

Properties
ΔE to the lowest compared entry with this formula, charge and spin = 376.51 kJ/mol
Multiplicity = 3
E = -685.7126 hartree
LUMO level (spin up / spin down) = 0.636 / -3.380 eV
HOMO (spin up / spin down) = -6.002 / -9.386 eV
Kohn-Sham gap (spin up / spin down) = 6.64 / 6.01 eV

The geometry in XYZ format:
```
16
Properties=species:S:1:pos:R:3:mulliken_charge:R:1
C 1.654 -1.436 2.071 -0.54
C -0.136 -0.318 -1.943 -0.69
C 1.572 -1.072 0.781 -0.48
C -1.812 1.916 -0.205 -0.94
N 0.329 0.767 -1.423 -0.25
O -0.866 -0.453 0.437 -0.45
S -0.338 0.909 0.175 0.52
H 2.017 -0.716 2.835 0.23
H 1.360 -2.405 2.278 0.28
H -0.682 -1.090 -1.340 0.44
H -0.033 -0.547 -3.027 0.32
H 1.895 -0.045 0.406 0.35
H 1.227 -1.827 0.049 0.19
H -2.323 1.418 -1.038 0.30
H -2.424 2.105 0.644 0.34
H -1.439 2.794 -0.698 0.39
```


[6]
C5H10O2 in the gas phase, computed with wB97M-V/def2-TZVPD.

Properties
ΔE to the lowest compared entry with this formula, charge and spin = 113.87 kJ/mol
Multiplicity = 1
E = -346.9821 hartree
LUMO level = 0.947 eV
HOMO = -10.066 eV
Kohn-Sham gap = 11.01 eV

The geometry in XYZ format:
```
17
Properties=species:S:1:pos:R:3:mulliken_charge:R:1
C -2.373 -0.572 -0.417 -1.21
C -1.170 0.339 -0.635 -0.57
C 0.071 -0.109 0.130 0.34
O 0.365 -1.426 -0.288 -0.57
C 1.249 0.833 -0.151 -0.79
C 2.591 0.303 0.278 0.07
O 2.767 -0.726 0.896 -0.53
H -3.219 -0.252 -1.035 0.37
H -2.119 -1.601 -0.687 0.29
H -2.697 -0.567 0.631 0.31
H -0.910 0.351 -1.702 0.36
H -1.408 1.373 -0.351 0.31
H -0.143 -0.094 1.213 0.21
H 1.122 -1.714 0.245 0.36
H 1.109 1.802 0.352 0.36
H 1.315 1.060 -1.225 0.33
H 3.462 0.925 -0.015 0.37
```


[7]
2 unconnected molecules or ions with the total composition CF3NO, computed with wB97M-V/def2-TZVPD.

Properties
ΔE to the lowest compared entry with this formula, charge and spin = 266.36 kJ/mol
Multiplicity = 1
E = -467.4581 hartree
LUMO level (spin up / spin down) = -1.464 / -4.057 eV
HOMO (spin up / spin down) = -12.719 / -11.013 eV
Kohn-Sham gap (spin up / spin down) = 11.25 / 6.96 eV

The geometry in XYZ format:
```
6
Properties=species:S:1:pos:R:3:mulliken_charge:R:1
C -0.088 0.533 -0.080 0.99
N -0.241 -0.144 1.120 -0.38
O -1.276 -0.117 0.255 -0.16
F 0.578 0.094 -1.098 -0.17
F -0.213 1.865 -0.326 -0.21
F 1.241 -2.230 0.127 -0.07
```


[8]
C7H7ClOS2 in the gas phase, computed with wB97M-V/def2-TZVPD.

Properties
ΔE to the lowest compared entry with this formula, charge and spin = 0.00 kJ/mol
Multiplicity = 1
E = -1602.7323 hartree
LUMO level = -0.769 eV
HOMO = -8.754 eV
Kohn-Sham gap = 7.98 eV

The geometry in XYZ format:
```
18
Properties=species:S:1:pos:R:3:mulliken_charge:R:1
C -0.631 1.016 -0.860 -0.77
C -0.386 -0.718 0.785 -0.86
C -2.004 0.868 -0.832 -0.29
C -1.764 -0.866 0.834 0.89
C 0.189 0.223 -0.062 0.61
C -2.557 -0.068 0.017 0.35
C 1.675 0.388 -0.123 -1.40
O -2.428 -1.753 1.613 -0.54
S -4.981 -0.431 -1.613 -0.27
S -4.309 -0.401 0.180 0.18
Cl -4.739 1.517 1.119 -0.23
H -0.191 1.747 -1.520 0.37
H 0.240 -1.343 1.410 0.25
H -2.647 1.468 -1.456 0.37
H -1.812 -2.291 2.128 0.31
H 1.990 0.602 -1.141 0.37
H 1.987 1.222 0.503 0.30
H 2.183 -0.507 0.225 0.36
```


> Which of these has the highest ΔE to the lowest compared entry with this formula, charge and spin?

C70H61N13O22